58
Properties=species:S:1:pos:R:3:mulliken_charge:R:1 method="wB97M-V/def2-TZVPD" orbital_gap_ha=0.3131 e_homo_ev=-7.7357
C 0.834 -6.374 -2.493 -0.38
H -1.125 2.177 -0.397 0.59
H -2.783 -4.183 1.446 0.36
C -0.090 0.260 0.148 1.65
H -4.946 -4.149 2.555 0.40
H 0.471 3.768 2.590 0.36
H -2.580 0.405 -0.293 0.22
H -2.088 -1.688 0.911 -0.35
C -3.314 -2.978 -0.258 -1.04
C 0.901 -5.764 -1.062 -0.75
H 1.777 -5.149 -0.857 0.21
H -2.227 -1.048 -3.457 0.32
C -1.632 -1.631 -2.739 -1.15
C -0.383 -5.511 -2.690 -0.76
H -3.859 -0.112 1.582 0.38
C -0.210 -0.605 -1.062 0.38
H 2.115 1.204 3.463 0.30
H -0.660 -1.787 -3.189 0.50
O 0.777 -1.042 -1.636 -0.70
O -0.780 -3.750 0.454 -0.62
C -0.459 3.295 2.265 -1.76
C -2.681 -0.564 -0.784 -2.23
H -1.098 3.180 3.146 0.36
H -5.025 -0.935 0.562 0.38
C -3.665 -3.969 0.841 -1.10
H -4.228 -2.866 -0.864 0.76
H -5.266 -1.692 2.905 0.39
C 1.045 0.986 3.490 -1.15
H 0.659 -7.451 -2.527 0.25
H -1.032 -5.400 -3.547 0.47
H -1.913 -3.677 -3.226 -0.04
C 1.297 -1.328 1.654 -1.94
C -0.347 -5.003 -1.453 0.25
H 1.416 -1.950 0.774 0.31
H -5.716 -3.384 1.177 0.35
H 2.292 -1.111 2.053 0.52
H -3.971 -4.913 0.381 0.34
C -0.218 2.002 1.575 0.49
C -1.137 -4.012 -0.683 0.38
H 1.689 -6.142 -3.130 0.26
H -3.569 -2.145 2.960 0.36
N -1.475 -0.829 -1.548 0.44
C -4.776 -3.441 1.740 -0.83
C 0.577 -0.085 1.294 -0.13
H -3.514 -0.443 -1.487 0.48
C -4.439 -2.067 2.298 -0.66
C -0.583 1.588 0.327 -0.93
H 0.751 -1.918 2.395 0.37
H 0.895 0.019 3.966 0.38
H 0.786 -6.471 -0.239 0.26
H -3.415 -2.904 -2.845 0.45
C -2.373 -2.973 -2.535 -0.22
N 0.482 0.972 2.158 0.22
H 0.549 1.747 4.086 0.41
C -4.125 -1.092 1.174 -1.20
H -0.958 3.983 1.586 0.39
N -2.332 -3.530 -1.200 0.46
C -2.987 -1.590 0.295 2.55

***

120
Properties=species:S:1:pos:R:3:mulliken_charge:R:1 method="wB97M-V/def2-TZVPD" orbital_gap_ha=0.0910 e_homo_ev=-5.3532
H 5.198 -14.912 -17.008 0.18
H 8.512 -10.895 -21.978 0.36
H -0.306 -0.751 -16.458 0.30
O -4.962 -8.595 -21.299 -0.69
C 6.840 -9.695 -21.256 0.35
C 0.400 -3.288 -18.244 -1.75
H -2.513 -1.826 -14.374 0.38
H -0.129 -14.849 -25.613 0.13
H 1.486 -9.113 -17.006 0.22
H -1.620 -2.044 -19.745 0.47
H 0.982 -7.271 -14.504 0.15
N 7.061 -3.254 -19.810 -0.29
N 11.495 -11.673 -18.114 -0.37
H 1.147 -7.543 -16.320 0.15
C 12.183 -12.768 -18.102 0.74
H 6.082 -16.555 -16.110 0.17
O -0.411 -3.575 -15.599 -0.40
C 7.666 -2.653 -20.677 0.55
H 6.103 -2.936 -19.844 0.25
C -3.178 -1.873 -15.236 -1.55
H -0.749 -8.472 -27.889 0.22
H -3.488 -1.204 -18.141 0.33
H -4.106 -2.261 -19.254 0.40
C 12.376 -8.805 -25.948 0.68
H -0.839 -15.804 -26.602 0.14
C 7.468 -10.769 -21.729 -0.57
H 7.319 -4.209 -20.013 0.20
H -3.086 -0.936 -15.786 0.30
H 9.730 -6.573 -17.585 0.33
O 11.437 -9.490 -26.291 -0.66
H 14.260 -8.130 -26.223 0.15
N 13.524 -8.774 -26.477 -0.38
O 4.382 -12.847 -22.265 -0.81
H 10.184 -12.533 -26.186 0.35
H 2.294 -9.361 -27.098 0.16
O 1.225 -15.639 -20.011 -0.64
N 0.208 -8.734 -27.701 -0.41
H 4.510 -5.755 -24.495 0.32
H 9.454 -13.499 -25.278 0.32
H 8.783 -4.296 -20.898 0.15
H 9.936 -5.075 -17.656 0.32
H -3.260 -9.275 -23.803 0.16
N 1.598 -9.904 -26.607 -0.36
O 4.727 -8.556 -20.647 -0.76
O 7.657 -8.715 -20.988 -0.78
N 1.581 -7.987 -14.119 -0.29
Li 5.492 -15.813 -23.897 0.91
O 12.273 -13.404 -19.196 -0.74
C -0.630 -0.973 -17.475 -1.52
C -3.988 -8.790 -22.051 0.70
O 5.395 -5.884 -24.834 -0.65
C 6.717 -11.947 -22.011 0.49
O 2.038 -16.831 -26.402 -0.67
H 1.334 -3.192 -17.690 0.36
C 4.494 -10.676 -21.356 -0.72
N 12.442 -8.136 -24.834 -0.40
O 7.385 -1.479 -20.939 -0.73
O -0.586 -10.119 -26.145 -0.67
H 3.415 -10.668 -21.393 0.37
H 12.794 -12.178 -16.251 0.18
H -4.890 -8.585 -23.831 0.19
H 11.306 -11.024 -17.364 0.17
H -4.113 -4.642 -14.871 0.36
H 1.496 -14.861 -24.762 0.16
C -3.387 -2.249 -18.435 -0.75
H 0.177 -4.353 -18.305 0.38
C -1.958 -2.595 -18.868 -1.13
H -4.170 -1.969 -14.794 0.45
H 5.900 -6.186 -24.078 0.33
H -0.249 -17.255 -27.421 0.20
H 0.989 -8.401 -28.247 0.17
H -1.572 -0.428 -17.539 0.28
H 0.719 -3.012 -19.249 0.41
H 11.688 -8.410 -24.220 0.24
N 8.684 -3.314 -21.112 -0.35
H 7.495 -17.395 -16.722 0.22
H -0.286 -2.787 -15.065 0.33
N -2.749 -8.806 -21.753 -0.33
H 1.989 -15.160 -20.333 0.32
H -2.859 -5.438 -15.727 0.39
H -2.059 -9.048 -22.449 0.13
N 0.806 -15.183 -25.426 -0.31
H -4.718 -2.922 -16.724 0.52
H 1.895 -10.731 -26.109 0.21
C 1.863 -8.887 -14.989 0.62
O 7.227 -13.111 -22.273 -0.90
H 13.518 -13.600 -16.945 0.22
H -4.062 -4.189 -17.585 0.42
C -3.792 -3.195 -17.229 -1.28
C 0.328 -9.660 -26.786 0.69
C -3.101 -4.490 -15.246 -1.77
N -0.112 -16.479 -26.790 -0.32
H 11.182 -11.429 -19.043 0.19
N 1.331 -8.528 -16.197 -0.39
O 10.141 -13.458 -25.943 -0.66
C 5.305 -9.572 -21.162 0.55
H -2.013 -3.655 -19.116 0.39
Li 10.315 -15.526 -21.608 0.97
C -0.834 -2.502 -17.725 1.24
C 5.100 -11.867 -21.926 0.52
C -2.800 -3.164 -16.012 1.22
N 12.861 -12.836 -17.014 -0.37
C 1.007 -16.229 -26.257 0.67
H 13.296 -7.645 -24.608 0.17
H 1.342 -15.667 -19.062 0.31
O 7.786 -15.893 -18.580 -0.73
O 10.024 -5.823 -17.067 -0.65
N -1.419 -3.183 -16.468 0.35
H 0.113 -0.558 -18.156 0.44
N -4.047 -8.844 -23.339 -0.36
N 5.973 -14.949 -17.654 -0.37
H -2.423 -8.645 -20.811 0.20
H 1.763 -8.084 -13.130 0.22
N 6.823 -16.644 -16.790 -0.33
H 13.740 -9.408 -27.233 0.21
H -2.422 -4.376 -14.401 0.43
H 9.285 -2.928 -21.826 0.21
O 2.255 -10.059 -14.844 -0.67
C 6.905 -15.835 -17.709 0.65
H 6.002 -14.248 -18.381 0.22

***

15
Properties=species:S:1:pos:R:3:mulliken_charge:R:1 method="wB97M-V/def2-TZVPD" orbital_gap_ha=0.2759 e_homo_ev=-7.4431
H 1.289 2.272 -0.346 0.24
C 0.193 -1.958 -1.039 -1.01
C -1.525 1.027 0.603 -0.91
H -2.070 1.955 0.514 0.29
H 0.280 -1.218 -1.832 0.32
H 1.012 -2.672 -1.152 0.30
H 0.500 -2.159 1.033 0.29
C 0.325 -1.337 0.334 -0.41
H -1.975 0.096 0.906 0.34
H -0.687 -2.590 -1.212 0.31
H 0.154 3.072 0.557 0.22
N 0.308 2.330 -0.112 -0.60
H 1.724 0.135 0.822 0.31
C 0.675 -0.027 0.578 -0.46
C -0.204 1.075 0.348 0.75

***

16
Properties=species:S:1:pos:R:3:mulliken_charge:R:1 method="wB97M-V/def2-TZVPD" orbital_gap_ha=0.2312 e_homo_ev=-8.1692
C -0.121 0.226 0.563 -0.07
C 1.329 0.240 0.585 -0.30
H 0.184 -1.742 -0.977 0.09
H 3.156 -0.826 1.111 0.29
H -1.365 -1.223 -0.415 0.43
C -0.611 1.649 -0.152 -0.07
H 1.730 1.201 0.634 0.38
C -0.873 -0.069 -0.726 -0.91
N -2.246 -0.427 -0.478 -0.64
H -0.204 -0.154 -1.579 0.65
H -1.699 1.908 0.172 0.36
H -2.705 -0.389 -1.371 0.26
C 2.108 -0.865 0.825 -0.78
H 1.592 -1.862 0.870 0.22
O 0.289 2.520 -0.423 -0.52
H -0.564 -0.189 1.360 0.61

***

120
Properties=species:S:1:pos:R:3:mulliken_charge:R:1 method="wB97M-V/def2-TZVPD" total_charge=+2 orbital_gap_ha=0.2986 e_homo_ev=-12.6005
C 0.810 28.471 29.551 -0.79
C 6.926 33.549 34.843 0.75
N 1.835 33.799 39.353 -0.22
C 7.269 34.996 34.698 -0.67
C 1.486 34.115 37.981 0.76
C 1.181 31.009 29.708 0.61
H 2.447 34.512 37.607 0.09
H 0.058 30.196 28.348 0.25
H 1.536 39.146 34.514 0.02
H -1.028 37.232 36.768 0.57
C 4.123 33.501 28.230 0.43
C 2.317 41.119 36.302 0.66
O 0.450 35.749 36.665 -0.23
O 4.632 33.386 29.266 -0.02
H 1.716 42.070 37.913 0.34
H -0.007 27.816 29.224 0.40
H 3.651 31.185 32.853 0.61
N 6.922 29.165 31.246 -0.15
H -0.321 32.665 32.325 -0.03
H 0.857 35.869 38.658 0.42
O 1.991 40.066 36.875 -0.60
H 3.114 33.353 31.438 -0.61
H 8.348 31.126 28.998 0.30
N 3.958 32.309 27.506 -0.05
H 1.812 43.135 36.551 0.40
H 3.224 35.433 28.195 0.61
H 7.859 33.204 33.101 0.24
H 6.221 37.130 28.232 0.35
H 9.294 30.682 30.295 0.39
C 5.440 28.961 31.775 -0.19
C -0.592 31.240 33.875 0.70
C 8.406 30.355 29.789 -1.55
C 0.490 29.061 33.709 -1.24
C 6.444 35.782 29.975 0.57
H 2.169 36.739 32.974 0.89
C 7.260 30.332 30.584 0.66
H 0.947 36.079 33.830 0.43
H 3.730 32.248 34.299 0.27
O 6.392 31.163 30.552 -0.78
H 7.725 28.393 31.394 0.26
O 6.210 35.575 31.138 -0.67
H 8.633 29.539 29.063 0.35
H 1.868 32.052 37.228 0.49
C -0.652 32.632 33.216 -0.51
O 2.269 34.662 33.277 -0.15
C 3.455 34.772 27.568 -2.05
H 7.594 34.974 33.627 0.07
C 3.842 33.185 32.292 2.03
H 1.094 28.357 33.128 0.33
H 1.049 32.326 28.067 0.55
C 2.373 39.913 34.074 -0.66
H 2.061 34.692 39.966 0.44
H 3.426 39.560 34.176 0.27
H -0.520 28.618 33.597 0.38
N 5.991 36.758 29.187 -0.17
H 2.547 36.442 34.649 0.29
H 0.202 37.551 35.702 0.03
H 4.080 37.583 30.010 0.19
H 0.576 37.811 37.215 0.44
H 4.898 29.702 31.098 -0.21
H 5.851 32.939 32.727 -0.33
N 0.724 29.894 29.028 -0.16
H 2.213 32.093 33.276 -0.03
H 6.362 35.579 34.546 0.19
H 2.643 33.238 39.398 0.38
C 4.322 30.906 28.027 -0.49
C 3.587 34.646 32.821 -0.29
H 4.184 30.179 27.204 0.33
H 8.100 30.744 33.196 0.48
N 2.313 41.126 34.940 -0.20
H 8.063 35.392 35.332 0.37
H 0.885 29.049 34.607 0.40
H -1.705 32.823 32.978 0.46
H 0.017 32.699 29.273 0.78
H 3.591 35.333 31.929 0.23
H 5.020 27.965 31.547 0.38
O -1.131 31.059 34.868 -0.59
H 6.780 34.502 28.150 0.20
H 2.504 42.042 34.369 0.26
H 1.542 27.895 29.004 0.35
C 1.999 36.089 33.673 -1.50
H 7.344 33.753 29.685 -0.15
C 1.062 32.798 37.248 -1.63
C 0.465 35.239 37.966 -0.83
H 5.142 38.885 29.179 0.37
N 7.427 32.724 33.862 -0.38
N 0.240 30.356 33.250 0.58
C 0.893 32.336 29.150 -1.70
H 0.298 32.211 37.593 0.57
H 3.179 42.474 37.398 0.33
H 5.395 33.993 31.640 -0.36
H 1.248 28.257 30.643 0.07
H -0.569 35.004 38.223 0.32
C 5.140 37.872 29.791 -0.81
H 0.786 32.888 36.301 0.15
H 5.820 38.242 30.682 0.27
O 6.169 33.155 35.753 -0.67
H 5.341 29.405 32.770 0.11
H 1.349 33.301 39.939 0.23
H 2.235 40.100 33.072 0.45
H 4.148 35.126 33.660 -0.14
H 6.586 30.659 33.907 0.00
H 5.318 30.899 28.237 0.22
C 7.269 34.746 29.192 -0.74
H 2.509 34.694 27.059 0.47
O 1.588 30.936 30.859 -0.65
C 2.223 42.313 37.015 -1.26
C 7.515 31.285 33.909 -0.93
H 4.118 35.174 26.887 0.49
H 0.847 30.743 32.517 -0.13
H 3.796 30.736 28.928 -0.07
H -0.094 33.328 33.823 -0.08
C -0.105 37.098 36.672 -1.01
N 5.333 33.038 31.940 1.87
H 7.687 30.782 34.821 0.44
H 3.634 32.594 26.610 0.21
H 8.286 35.180 29.044 0.46
H 1.595 33.202 29.328 0.00
H 5.264 32.550 31.138 0.02
C 3.288 32.062 33.242 -1.64

***

93
Properties=species:S:1:pos:R:3:lowdin_spin:R:1 method="wB97M-V/def2-TZVPD" total_charge=+3 multiplicity=5 orbital_gap_ha="0.2803 / 0.1211" e_homo_ev="-15.3515 / -15.6848" s_squared=6.053
H -1.668 -6.170 3.336 0.01
Pd 0.041 -1.196 0.096 1.05
C -0.154 -4.861 2.577 0.06
C 1.695 6.795 -2.950 0.00
C -2.182 -4.087 3.739 -0.01
N -1.521 1.275 -1.033 0.03
H -0.063 0.644 5.328 0.00
C -2.968 3.170 -2.051 0.00
H 0.858 -0.732 4.938 0.00
H 1.488 7.487 -5.004 0.00
H -4.155 -0.556 0.085 0.00
H 4.422 -2.980 3.840 0.01
C -0.170 -0.291 4.801 0.01
C 1.324 6.676 -4.329 0.00
H -1.885 3.208 -0.142 0.00
S -2.379 -2.441 -0.111 0.60
Sb 2.778 -1.497 0.348 0.31
H -0.914 -0.863 5.361 0.00
C 4.267 1.102 -0.559 0.00
C 0.685 5.506 -4.747 0.00
H 0.456 5.376 -5.790 0.00
H 3.720 0.652 1.434 0.00
H 5.582 -3.273 -0.602 0.00
H -2.412 1.523 3.643 0.00
C -0.331 1.219 -1.659 0.04
C 1.614 5.696 -2.140 0.00
H -5.699 0.722 -1.126 0.00
H 4.842 0.689 -1.388 0.00
H -6.318 -0.976 -1.675 0.00
H 4.840 2.011 -0.242 0.00
H 3.919 -1.370 3.333 0.00
H -3.140 5.065 -3.158 0.00
H -4.009 -4.455 -3.447 0.00
N -4.053 -2.679 -2.209 0.02
C -0.702 -2.598 2.554 0.08
H 0.263 2.419 3.075 0.00
C -1.882 -2.807 3.378 0.17
H 3.202 -3.598 -1.221 0.00
N 0.277 2.326 -2.179 0.03
C -3.583 -4.023 -2.503 0.01
Si -0.488 0.043 3.000 0.06
C 4.161 0.134 0.573 0.05
H -3.861 -4.621 -1.610 0.00
C -3.575 -1.933 -1.226 0.07
H -2.451 -1.918 3.730 0.00
C -2.287 0.775 2.848 0.03
H 1.890 -5.578 2.791 0.00
H 1.183 -5.936 1.267 0.00
H 0.583 -6.866 2.756 0.00
H -5.102 -0.013 -2.671 0.00
H 3.270 1.458 -0.888 0.00
H 2.157 7.704 -2.610 0.00
H 5.127 -0.251 0.880 0.01
C -1.390 -5.135 3.199 0.24
H -2.470 1.228 1.861 0.00
H 3.220 -2.025 -2.228 0.00
H -2.574 2.623 -2.874 0.00
H 5.514 -2.941 -2.326 0.00
S 0.634 -0.183 -1.987 0.26
H -3.406 5.110 -1.381 0.00
C 1.018 4.521 -2.563 0.00
C 0.630 1.541 2.503 0.01
H 5.597 -1.676 -1.181 0.00
H -2.931 -4.264 4.498 0.00
H -0.104 3.629 -4.219 0.00
N 0.162 -3.613 2.213 0.07
H -3.120 0.083 2.987 0.00
H -1.726 4.992 -2.073 0.00
N -4.269 -0.795 -0.910 0.04
H -4.703 -2.274 -2.880 0.00
C 4.312 -2.330 2.956 0.02
C 3.321 -2.911 2.005 0.10
C -2.805 4.686 -2.188 0.00
H -3.257 2.136 -0.188 0.00
H 2.136 5.757 -1.199 0.00
C 5.111 -2.651 -1.381 0.02
C 0.488 4.490 -3.861 0.00
H 1.680 1.331 2.652 0.00
H 2.381 -3.292 2.351 0.00
C 3.635 -2.604 -1.355 0.04
H 3.859 -3.627 1.312 0.01
H 5.335 -2.244 2.544 0.00
H 0.527 1.844 1.432 0.00
C 0.660 3.555 -1.538 0.00
C 0.918 -5.884 2.359 0.01
H 0.862 2.041 -3.002 0.00
H -1.837 0.347 -0.736 0.01
C -5.418 -0.263 -1.611 0.01
H -2.483 -3.995 -2.514 0.01
H -4.028 2.886 -1.991 0.00
N -0.419 -1.374 2.052 0.48
O 0.641 3.701 -0.341 0.00
C -2.395 2.473 -0.831 0.00

***

The records above yield largest force on an atom values of 0.0154; 0.1969; 0.0376; 0.1395; 0.2083; 0.0855 Eh/bohr, respectively.